[1]
Formula: C5H6N
Source: the Open Molecules 2025 dataset
Level of theory: ωB97M-V/def2-TZVPD

Element x y z (Å)
C 1.4945 1.8222 0.4003
C 0.7317 0.7673 0.2557
C -0.3023 -0.0654 0.0386
C -0.3476 -1.6411 -0.1337
C -1.5350 0.6519 -0.0680
N -2.4495 1.2784 -0.4106
H 1.8378 2.3669 -0.5067
H 2.0142 2.1102 1.3284
H -0.4356 -2.1351 -0.9988
H -1.3285 -1.8982 0.5154
H 0.5649 -1.9187 0.4078
H -3.2572 1.7594 -0.8483

As for the HOMO-LUMO gap: 10.156 eV. The calculation puts the maximum force at 0.1386 hartree/bohr. As for the net charge: +1. As for the HOMO energy: -0.552 hartree. The energy is -248.489666 hartree. The multiplicity is 1.



[2]
Formula: C5H6N
Source: the Open Molecules 2025 dataset
Level of theory: ωB97M-V/def2-TZVPD

Element x y z (Å)
C 1.5412 -0.1473 0.7877
C 0.8923 1.0100 0.1316
C 0.8078 -0.7656 -0.5956
C -0.2232 0.1545 -0.2997
C -1.7344 0.0774 -0.1813
N 1.9501 0.1444 -0.4880
H 1.4679 -0.8434 1.6192
H 0.9995 2.0050 0.4463
H 0.8446 -1.8180 -0.9710
H -2.1131 0.6295 0.6764
H -2.0713 -0.9743 -0.0712
H -2.3613 0.5277 -1.0544

As for the HOMO-LUMO gap: 11.117 eV. The calculation puts the maximum force at 0.0523 hartree/bohr. As for the net charge: +1. As for the HOMO energy: -0.602 hartree. The energy is -248.434827 hartree. The multiplicity is 1.